Entry 1:
104
Properties=species:S:1:pos:R:3 method="wB97M-V/def2-TZVPD" homo_ev=-7.9 e_tot_ev=-148909.459 gap_ev=8.245 spin_multiplicity=1
C 1.234 -3.375 -0.847
N 0.051 -4.131 -0.502
C -0.270 -3.952 0.914
P -0.524 -5.600 -1.176
O -1.999 -5.271 -1.055
N -0.477 -5.645 -2.917
C -0.156 -4.438 -3.656
C -1.635 -6.301 -3.515
N 0.946 -6.468 -1.101
C 1.369 -6.925 0.220
C 1.936 -6.659 -2.141
H 2.160 -3.784 -0.412
H 1.126 -2.354 -0.474
H 1.375 -3.276 -1.920
H 0.457 -4.472 1.556
H -1.267 -4.314 1.166
H -0.249 -2.895 1.188
H -0.739 -3.569 -3.317
H -0.344 -4.577 -4.722
H 0.909 -4.202 -3.596
H -2.508 -5.640 -3.560
H -1.919 -7.187 -2.948
H -1.394 -6.623 -4.532
H 2.125 -6.259 0.655
H 1.783 -7.934 0.177
H 0.521 -6.963 0.906
H 2.519 -5.750 -2.318
H 1.495 -6.985 -3.077
H 2.639 -7.445 -1.850
C 5.564 0.808 -3.425
N 5.092 -0.417 -4.026
C 6.201 -1.305 -4.353
P 3.670 -0.619 -4.979
O 3.340 -2.047 -4.621
N 2.258 0.128 -4.283
C 2.294 0.643 -2.925
C 1.043 -0.657 -4.478
N 3.912 0.731 -5.996
C 4.946 0.599 -7.020
C 3.363 2.065 -5.873
H 6.088 1.471 -4.133
H 6.269 0.567 -2.628
H 4.771 1.376 -2.947
H 6.764 -0.954 -5.230
H 5.840 -2.311 -4.564
H 6.895 -1.386 -3.514
H 2.717 -0.074 -2.208
H 1.286 0.896 -2.595
H 2.851 1.581 -2.867
H 0.970 -1.479 -3.757
H 1.013 -1.089 -5.478
H 0.161 -0.023 -4.369
H 5.883 1.082 -6.714
H 4.626 1.040 -7.966
H 5.160 -0.452 -7.221
H 3.843 2.628 -5.067
H 2.290 2.057 -5.711
H 3.523 2.623 -6.799
C -2.571 5.669 6.643
N -2.036 5.779 5.307
C -3.062 6.206 4.363
P -0.741 4.862 4.632
O -0.194 5.886 3.669
N 0.651 4.757 5.678
C 0.733 5.578 6.873
C 1.919 4.816 4.955
N -1.282 3.333 5.154
C -2.424 2.773 4.433
C -0.893 2.585 6.331
H -3.261 4.820 6.771
H -3.129 6.576 6.882
H -1.796 5.598 7.402
H -3.776 5.399 4.138
H -2.612 6.530 3.425
H -3.623 7.056 4.756
H 0.502 6.634 6.682
H 1.738 5.523 7.296
H 0.078 5.203 7.663
H 2.199 5.842 4.693
H 1.869 4.240 4.032
H 2.715 4.388 5.570
H -3.362 2.925 4.978
H -2.299 1.702 4.256
H -2.526 3.242 3.455
H -1.325 3.010 7.243
H 0.185 2.522 6.444
H -1.248 1.554 6.253
C -7.047 0.732 0.493
C -6.197 -0.513 0.190
C -5.127 -0.801 1.215
Br -3.954 -2.184 0.455
O -4.283 0.304 1.482
C -4.642 1.013 2.557
O -4.998 0.572 3.620
O -4.518 2.371 2.431
N -4.058 2.709 1.125
H -7.393 1.123 -0.460
H -7.934 0.450 1.048
H -6.499 1.539 0.963
H -6.861 -1.372 0.201
H -5.777 -0.457 -0.807
H -5.519 -1.262 2.109
H -3.051 2.638 1.092
H -4.370 3.643 0.913



Entry 2:
118
Properties=species:S:1:pos:R:3 method="wB97M-V/def2-TZVPD" total_charge=+1 homo_ev=-10.6 e_tot_ev=-80611.912 gap_ev=7.566 spin_multiplicity=1
C -0.912 -3.045 2.993
C -1.063 -3.022 1.389
O -0.092 -3.853 0.723
C -0.118 -3.589 -0.712
C 1.153 -4.296 -1.366
O 1.727 -3.560 -2.466
C 3.088 -3.153 -2.135
C 2.910 -1.921 -1.095
O 4.075 -1.068 -1.037
C 4.392 -0.654 0.296
C 4.527 0.924 0.473
N 5.706 1.755 0.477
C 5.251 3.085 0.700
N 5.909 4.253 0.770
N 3.808 3.141 0.859
N 3.457 1.831 0.693
C 1.978 1.620 0.783
C 1.322 2.275 -0.528
C 1.556 1.223 -1.744
C 1.310 1.869 -3.179
N -0.067 1.680 -3.713
C -0.403 0.253 -3.869
N 0.370 -0.643 -4.427
N -1.717 -0.156 -3.303
H -1.234 -2.035 3.433
H -1.614 -3.812 3.478
H 0.154 -3.234 3.337
H -0.977 -1.910 1.097
H -2.148 -3.340 1.183
H -1.102 -4.049 -1.093
H -0.163 -2.462 -0.862
H 0.796 -5.300 -1.783
H 1.926 -4.426 -0.541
H 3.674 -4.018 -1.689
H 3.539 -2.811 -3.131
H 2.615 -2.401 -0.108
H 2.009 -1.331 -1.491
H 5.427 -1.090 0.540
H 3.678 -1.011 1.102
H 6.923 4.375 0.808
H 5.333 5.107 0.769
H 3.191 3.943 1.010
H 1.522 2.023 1.753
H 1.830 0.482 0.830
H 0.206 2.492 -0.396
H 1.814 3.243 -0.860
H 2.659 0.901 -1.710
H 0.889 0.335 -1.504
H 2.110 1.484 -3.897
H 1.487 3.003 -3.105
H -0.065 2.080 -4.671
H -0.143 -1.534 -4.348
H -1.572 -0.450 -2.321
H -2.115 -0.925 -3.860
C 2.350 -8.126 -0.361
O 3.129 -7.306 -0.824
N 2.342 -9.426 -0.750
N 1.426 -7.807 0.581
H 1.711 -10.115 -0.383
H 3.013 -9.701 -1.447
H 1.401 -6.851 0.895
H 0.778 -8.465 0.973
C 1.902 -2.145 -7.630
O 0.930 -1.947 -8.343
N 2.950 -2.919 -8.019
N 2.019 -1.609 -6.389
H 3.757 -3.095 -7.450
H 2.898 -3.334 -8.934
H 1.259 -1.027 -6.063
H 2.808 -1.759 -5.787
C -1.465 1.178 3.283
O -0.535 0.404 3.485
N -1.553 2.391 3.878
N -2.491 0.881 2.442
H -2.309 3.037 3.724
H -0.809 2.650 4.513
H -2.463 -0.014 1.980
H -3.263 1.497 2.262
C -3.198 5.529 2.564
O -2.994 5.122 3.702
N -4.294 6.251 2.232
N -2.340 5.289 1.540
H -4.480 6.593 1.306
H -4.954 6.449 2.967
H -1.513 4.754 1.750
H -2.487 5.612 0.601
C -5.244 -4.394 0.897
O -4.503 -3.429 1.024
N -5.211 -5.204 -0.191
N -6.164 -4.737 1.834
H -5.809 -6.000 -0.314
H -4.541 -4.981 -0.908
H -6.219 -4.160 2.656
H -6.781 -5.524 1.750
C -1.070 8.471 5.423
O -0.533 9.074 6.341
N -1.092 8.945 4.149
N -1.690 7.277 5.594
H -1.527 8.467 3.382
H -0.643 9.830 3.981
H -1.695 6.893 6.523
H -2.136 6.765 4.852
C 1.323 3.923 6.372
O 0.316 3.317 6.034
N 2.572 3.507 6.037
N 1.281 5.059 7.108
H 3.411 3.988 6.304
H 2.644 2.665 5.491
H 0.372 5.399 7.376
H 2.095 5.570 7.396
C -4.787 -1.685 -5.402
O -3.813 -2.405 -5.226
N -4.931 -0.492 -4.774
N -5.803 -2.018 -6.237
H -5.718 0.117 -4.898
H -4.193 -0.216 -4.146
H -5.730 -2.897 -6.721
H -6.609 -1.441 -6.394